A structure of composition C39H44CoN9O4S2, computed with ωB97M-V with the def2-TZVPD basis set.

The geometry in XYZ format:
```
99
Properties=species:S:1:pos:R:3:forces:R:3
H -2.956941 10.733750 -2.184656 0.00 0.00 -0.01
O -2.371661 12.504677 -0.193632 0.01 -0.04 0.01
H -4.095853 12.543807 -1.351326 0.00 0.00 0.00
C -1.242515 8.498208 -0.306536 -0.01 -0.03 -0.03
C -0.836601 4.586495 -2.580732 0.02 0.00 0.04
H -1.036355 11.313719 1.594733 0.00 0.00 0.00
H 1.454213 1.802835 2.182208 0.01 0.00 0.00
H -0.768629 2.867296 -3.873388 0.00 0.00 0.00
O 0.285354 1.207820 -2.151503 0.00 0.04 0.04
C 1.527819 -5.128193 -3.626807 -0.04 0.01 0.00
H -0.340172 8.917145 1.579630 0.00 0.00 0.00
N 0.800444 2.145458 0.276329 -0.01 -0.08 0.07
C 0.024013 2.433258 -1.932269 -0.08 -0.05 -0.02
H -3.303851 14.094410 -0.988799 0.00 0.00 0.00
C -0.019021 4.350317 -0.299600 -0.02 -0.01 -0.03
H 4.347850 -3.565469 0.081105 -0.01 0.02 0.01
H 3.593013 -4.812420 -3.399032 -0.02 0.00 0.02
H 5.292600 -3.652673 -3.596783 -0.01 -0.02 0.01
N 2.874669 1.066397 -1.365505 -0.02 0.12 -0.01
H -1.281229 5.234719 -3.326872 0.00 0.00 0.00
H 6.145333 -1.900161 -0.249932 0.00 0.01 -0.02
H 2.830801 -5.971948 -0.489392 0.00 -0.01 -0.01
C -2.175021 0.324555 -1.016973 -0.07 -0.17 0.11
H 3.815684 0.181995 0.822181 0.00 0.01 0.00
H -5.518377 0.748185 -5.202711 0.00 0.00 0.00
N 2.025749 -0.799230 0.684879 -0.02 0.07 -0.05
Co 1.194614 0.284537 -0.724877 0.05 -0.15 -0.11
H -5.332836 2.577260 -3.545058 0.00 0.00 0.00
H 6.467601 -4.774476 -1.758641 0.01 0.01 0.01
H 3.935161 -1.660873 -2.059117 0.04 -0.05 -0.11
H -2.597329 12.999836 -2.198838 0.00 0.00 0.00
C 1.047242 2.542586 1.500248 -0.02 0.03 0.01
C -4.747882 1.673380 -3.424003 0.00 0.00 0.00
C -0.090178 -1.856599 0.524219 -0.08 -0.05 0.03
H -2.603126 -1.503916 -3.000866 0.00 0.00 0.01
H -0.471617 -3.957317 0.683041 0.01 -0.01 0.01
C -1.008179 -3.009715 0.767784 -0.01 -0.02 -0.01
C -4.850257 0.648591 -4.355361 0.01 -0.01 0.00
O -2.098929 1.267967 -0.231332 0.15 0.13 -0.04
C 0.792839 3.853217 1.915213 0.00 0.01 -0.01
C -0.547643 3.276637 -2.897094 0.02 -0.01 0.02
H 4.770124 -5.216949 -1.714791 0.02 0.00 0.01
C -2.377941 10.355355 -1.354156 0.00 0.01 0.00
O 5.095588 -0.136242 -1.833859 0.01 0.08 0.06
N -0.802799 7.149479 -0.214073 0.05 -0.10 -0.08
C 2.702829 -3.112933 -2.740854 0.05 -0.04 0.08
H -2.251761 8.376843 -2.182174 0.00 -0.01 0.00
H 2.346653 -6.958848 -2.835463 0.01 0.01 -0.01
H 3.288213 -3.200777 3.403994 0.00 0.00 0.00
H 1.897789 -4.481386 -0.697668 -0.01 0.00 0.01
N -0.969098 6.495521 -1.275329 -0.04 0.13 0.09
C -3.132545 13.051691 -1.245940 0.00 -0.01 -0.01
H -3.782058 2.334403 -1.608974 0.01 -0.01 0.01
H -4.152930 -1.297972 -4.933197 0.00 0.00 0.00
H 0.056551 5.768950 1.316003 0.00 -0.01 0.01
N 2.702514 -4.370114 -3.247174 0.03 0.03 -0.10
H -1.463751 -2.963059 1.761800 0.01 0.00 0.01
C 2.931478 -2.520597 2.640073 0.03 -0.01 0.02
C -1.983639 9.022927 -1.358481 0.01 0.03 0.03
H 4.712342 -1.292025 2.617810 0.00 0.00 0.00
H 1.008596 4.145955 2.934656 0.00 0.00 0.00
C 3.235081 -0.638434 1.219249 -0.02 -0.01 0.01
C -3.223312 -0.625951 -3.122646 0.03 0.00 -0.01
C -3.889572 1.545337 -2.341820 -0.01 -0.01 -0.01
C 5.463096 -4.384602 -1.559963 -0.01 -0.01 0.00
C -1.294827 10.660499 0.771476 0.00 -0.01 -0.01
H 1.572536 -5.344183 -4.698647 0.01 -0.01 0.00
H 0.691159 -7.073362 -3.388400 -0.01 0.02 0.00
H 5.502189 -4.797323 0.541059 0.01 0.00 0.00
C 3.727285 -1.466078 2.210478 0.00 0.01 -0.02
N -0.404569 -0.834240 -0.219842 0.06 0.01 0.00
H 6.369268 -2.649144 1.326677 -0.01 0.00 0.00
C 6.371119 -2.841755 0.252786 0.02 -0.01 0.02
H 1.467817 -5.621791 0.570446 0.00 0.00 0.02
C 5.185730 -3.270146 -2.573675 0.01 0.04 -0.03
S 1.290713 -2.231242 -2.500594 -0.05 0.05 -0.01
H -1.804802 -2.984314 0.028433 0.01 0.01 0.00
S 4.255940 1.098743 -1.830994 0.00 -0.13 0.01
C 1.825278 -5.542864 -0.458208 0.00 0.01 0.03
C -0.598301 5.168738 -1.332305 0.01 0.00 -0.03
C 1.230392 -1.802498 1.111208 0.04 0.01 0.05
C 0.265970 4.753660 1.023831 0.00 0.00 0.03
C 5.362642 -3.926973 -0.107508 -0.03 -0.01 0.00
C 0.283175 3.010161 -0.616061 -0.03 0.00 0.01
H 0.686406 -7.277895 -1.009354 0.00 0.00 0.00
C -4.084705 -0.500691 -4.202621 -0.01 0.00 0.00
C -0.911078 9.333773 0.759416 -0.01 0.01 -0.02
H 5.927729 -2.478963 -2.468863 -0.01 0.00 0.00
C -2.031381 11.178759 -0.288997 -0.01 0.03 0.00
H 0.668203 -4.479682 -3.459889 0.00 -0.02 -0.01
C 1.679721 -2.695666 2.088856 -0.01 0.00 -0.02
C -3.126742 0.394055 -2.181700 0.00 0.05 -0.04
H 7.385286 -3.144215 -0.024777 0.00 0.01 -0.01
H 1.036522 -3.500519 2.414103 -0.01 0.00 -0.01
N 3.904358 -2.616243 -2.409290 -0.08 0.01 0.08
C 1.385206 -6.428927 -2.840703 0.02 -0.03 0.00
C 0.881372 -6.276552 -1.405881 -0.03 -0.01 0.01
H -0.084648 -5.762410 -1.425317 0.01 0.02 0.00
N -1.550064 -0.869983 -0.887056 0.04 0.12 -0.08
```
Positions in Å, forces in eV/Å.

The calculation puts the orbital gap (spin up / spin down) at 6.58 / 6.56 eV. The calculation puts the total energy at -122058.3602 eV. The value obtained for the energy above the lowest of the compared OMol25 structures with the same formula, charge and spin is 1.7 kcal per mole. As for the total charge: -1. As for the spin multiplicity: 2. The value obtained for the highest occupied orbital energy (spin up / spin down) is -4.249 / -4.240 eV. For the largest force on an atom, the calculation gives 0.22 eV/A.